Density functional theory data (the ωB97M-V functional and the def2-TZVPD basis) for a structure of composition C26H55AsF6HgNO10S5 at a distorted geometry.

```
105
Properties=species:S:1:pos:R:3
Hg -1.1909 -2.9937 -3.1746
As 0.8979 -0.4859 -0.8095
F 0.1920 -1.8620 -1.7193
F 0.3798 0.6218 -2.0897
F 1.4847 0.8442 0.1166
F 1.0700 -1.5452 0.5503
F 2.4030 -0.7212 -1.6752
F -0.7651 -0.2732 -0.1871
C -1.1312 4.6361 -3.3833
C 0.3839 4.9394 -3.1998
N 0.6696 5.3109 -1.8145
C 2.0708 5.8297 -1.7501
C 3.1219 4.7287 -1.7138
C 0.4180 4.2106 -0.8831
C 0.6672 4.6060 0.5594
H -1.6759 5.3644 -2.7833
H -1.3652 3.5959 -3.1826
H -1.3792 4.9409 -4.4012
H 1.0091 4.1383 -3.6158
H 0.6108 5.8231 -3.7986
H 2.2924 6.5482 -2.5365
H 2.1018 6.4244 -0.8356
H 4.1253 5.0965 -1.4854
H 2.9128 3.9291 -1.0061
H 3.3087 4.2348 -2.6728
H 0.8441 3.2840 -1.3101
H -0.5984 3.8100 -0.9947
H -0.0459 5.3897 0.8117
H 1.6662 4.9780 0.7738
H 0.4802 3.7015 1.1399
C 1.2744 -0.7503 -7.1344
C 1.9527 0.5027 -6.5408
C 1.6418 0.4529 -5.0180
S -0.2147 0.0934 -5.0237
O -1.0764 1.2505 -4.9805
O -0.4427 -1.0562 -4.1184
C -0.1829 -0.6367 -6.7260
H 1.6239 -1.7336 -6.8125
H 1.2744 -0.8683 -8.2197
H 1.4026 1.3939 -6.8488
H 3.0098 0.5714 -6.7771
H 1.8645 1.2827 -4.3547
H 2.0831 -0.4564 -4.6075
H -0.7790 0.0368 -7.3409
H -0.6604 -1.6153 -6.7107
C 3.3028 -3.9433 -0.5556
C 1.8681 -4.5405 -0.4207
C 1.7861 -5.0477 0.9926
S 3.4101 -5.7060 1.4669
O 3.3879 -7.1282 1.2578
O 3.7798 -5.1321 2.7518
C 4.2196 -4.9594 0.0670
H 3.4038 -3.0360 0.0510
H 3.6125 -3.6240 -1.5491
H 1.7565 -5.3515 -1.1514
H 1.0269 -3.8960 -0.6693
H 1.1315 -5.9064 1.1448
H 1.4400 -4.2097 1.5984
H 4.3870 -5.7685 -0.6487
H 5.2120 -4.6363 0.3827
C -4.6828 -1.7343 1.9431
C -5.5283 -2.5497 0.9485
C -4.6636 -3.7203 0.5140
S -2.9571 -3.2051 0.4670
O -2.6457 -2.8575 -0.9174
O -2.1810 -4.2408 1.1202
C -3.2462 -1.7335 1.4128
H -4.8104 -2.1992 2.9252
H -5.0498 -0.7176 2.0700
H -5.6810 -1.8741 0.0980
H -6.5063 -2.9046 1.2606
H -4.9337 -4.2863 -0.3729
H -4.7079 -4.3686 1.3950
H -3.2160 -0.8197 0.8079
H -2.4926 -1.3934 2.1256
C 0.5779 -2.6101 3.9849
C -0.3759 -1.7875 4.8967
C 0.6125 -1.3037 5.9697
S 2.0518 -0.6975 5.0474
O 3.2237 -1.2936 5.6086
O 2.0019 0.7490 4.9887
C 1.6202 -1.5727 3.4615
H 0.1258 -2.8584 3.0177
H 1.0477 -3.5079 4.3754
H -1.2220 -2.3305 5.3074
H -0.6959 -0.9569 4.2665
H 1.0094 -2.0411 6.6676
H 0.2460 -0.5174 6.6314
H 2.6213 -1.9153 3.2075
H 1.2328 -0.8257 2.7768
C -1.7430 1.3756 2.6874
C -0.9987 2.2728 3.6711
C -2.0448 2.9932 4.4746
S -3.2991 3.4479 3.1654
O -3.0656 4.8053 2.7222
O -4.5979 3.0285 3.6219
C -2.7041 2.2601 1.8996
H -2.3118 0.5925 3.2012
H -1.1422 0.8387 1.9493
H -0.2382 2.9842 3.3411
H -0.3508 1.6870 4.3342
H -1.6826 3.9607 4.8118
H -2.5677 2.3804 5.2033
H -1.9979 2.8104 1.2675
H -3.4844 1.9500 1.2103
```

Summary:
Lowest unoccupied orbital energy in eV: -8.8
2S+1: 1
Total charge: +1
E in eV: -185302.2365
Energy above the lowest of the compared OMol25 structures with the same formula, charge and spin in kcal/mol: 9.7
Kohn-Sham gap in eV: 1.7